Here is a structure of composition C5H9N3O from the Open Molecules 2025 dataset. Energies are from ωB97M-V/def2-TZVPD.

## Properties
LUMO level (spin up / spin down) = -0.020 / -0.020 Eh
Orbital gap (spin up / spin down) = 7.964 / 7.966 eV
Maximum force = 0.8 eV Å⁻¹

Last column: natural (NBO) charge in e.
Positions of all 18 atoms, in Å:
C  -0.96  -0.96  -0.15  -0.483
C  0.16  -1.75  -0.61  -0.540
C  -0.26  0.47  1.07  0.732
N  -1.31  1.38  1.28  -0.870
O  0.34  -0.07  1.99  -0.688
H  -1.99  1.47  0.54  0.387
H  -1.72  1.27  2.19  0.400
H  -1.55  -0.46  -0.91  0.206
H  -1.53  -1.35  0.68  0.233
H  1.17  -1.07  -0.47  0.193
H  0.40  -2.63  -0.01  0.237
H  0.21  -1.95  -1.68  0.230
C  1.83  0.30  -0.24  -0.143
N  0.71  1.02  -0.09  -0.464
C  0.16  1.66  -1.13  0.420
N  -0.36  2.24  -1.99  -0.328
H  2.39  0.40  -1.16  0.226
H  2.33  0.03  0.69  0.251



Here is a cluster of 10 separate species, C48H112N4O10 in total from the Open Molecules 2025 dataset. Energies are from ωB97M-V/def2-TZVPD.

## Properties
LUMO level = -0.001 Eh
Orbital gap = 7.884 eV
SMILES = CC1(C)CCCC(C)(C)N1O.CC1(C)CCCC(C)(C)N1O.CC1(C)CCCC(C)(C)N1O.CC1(C)CCCC(C)(C)N1O.CCO.CCO.CCO.CCO.CCO.CCO
Maximum force = 1.6 eV Å⁻¹

Last column: Mulliken charge in e.
Positions of all 174 atoms, in Å:
C  -1.29  -0.82  6.40  -2.031
C  -0.91  -0.59  4.93  1.350
C  -2.23  -0.36  4.16  -1.119
C  -0.07  0.68  4.76  -0.976
C  1.34  0.45  5.29  -0.877
C  1.96  -0.73  4.56  -1.356
C  1.16  -2.05  4.66  1.989
C  1.70  -2.98  3.58  -2.034
C  1.39  -2.72  6.03  -1.993
N  -0.23  -1.73  4.34  1.529
O  -1.06  -2.89  4.40  -0.610
H  -0.47  -0.77  7.11  0.309
H  -1.96  -0.03  6.75  0.475
H  -1.87  -1.74  6.52  0.341
H  -2.95  -1.10  4.51  0.455
H  -2.67  0.63  4.28  0.429
H  -2.09  -0.60  3.10  -0.499
H  0.03  0.95  3.70  0.061
H  -0.55  1.47  5.34  0.595
H  2.01  1.31  5.18  0.233
H  1.29  0.23  6.36  0.612
H  2.96  -0.91  4.97  0.459
H  2.18  -0.53  3.51  0.294
H  1.16  -3.93  3.51  0.519
H  2.76  -3.19  3.75  0.429
H  1.64  -2.51  2.59  0.097
H  2.34  -3.25  5.97  0.498
H  0.68  -3.55  6.10  0.357
H  1.31  -2.05  6.88  0.318
H  -1.15  -3.10  3.46  0.091
C  1.14  4.16  -2.46  -1.948
C  0.40  3.02  -3.19  2.574
C  -0.93  2.72  -2.48  -2.808
C  0.08  3.56  -4.59  -1.376
C  1.19  3.39  -5.62  -0.893
C  1.64  1.93  -5.68  -1.140
C  2.10  1.43  -4.31  1.682
C  2.27  -0.08  -4.45  -1.666
C  3.48  2.04  -3.96  -1.867
N  1.10  1.74  -3.29  0.652
O  1.56  1.27  -2.01  2.044
H  1.38  3.83  -1.44  0.102
H  2.07  4.39  -2.98  0.426
H  0.51  5.04  -2.40  0.413
H  -0.77  2.44  -1.44  0.004
H  -1.63  3.55  -2.52  0.407
H  -1.37  1.84  -2.96  0.682
H  -0.84  3.12  -5.01  0.425
H  -0.11  4.64  -4.56  0.406
H  0.87  3.76  -6.59  0.459
H  2.04  4.03  -5.38  0.316
H  2.46  1.88  -6.39  0.426
H  0.75  1.38  -6.00  0.303
H  1.37  -0.54  -4.87  0.320
H  2.41  -0.54  -3.46  -0.373
H  3.15  -0.34  -5.03  0.475
H  3.80  1.86  -2.93  0.086
H  3.40  3.13  -3.96  0.272
H  4.29  1.72  -4.62  0.548
H  1.06  0.44  -2.00  -0.638
C  -6.31  3.93  -0.71  -2.128
C  -5.27  2.83  -0.96  1.800
C  -4.45  3.28  -2.20  -1.397
C  -4.38  2.75  0.27  -1.796
C  -3.56  1.46  0.30  0.955
C  -4.45  0.22  0.22  -0.807
C  -5.39  0.22  -0.99  2.224
C  -4.60  -0.19  -2.25  -1.495
C  -6.54  -0.74  -0.74  -1.991
N  -5.95  1.56  -1.14  0.274
O  -6.84  1.62  -2.24  -0.515
H  -5.86  4.92  -0.68  0.388
H  -7.03  3.95  -1.53  0.439
H  -6.95  3.79  0.17  0.427
H  -5.10  3.36  -3.07  0.339
H  -4.07  4.28  -1.98  0.543
H  -3.58  2.64  -2.34  0.000
H  -3.65  3.57  0.28  0.502
H  -4.95  2.85  1.19  0.258
H  -2.80  1.46  -0.49  -0.656
H  -2.95  1.41  1.21  0.246
H  -5.04  0.21  1.15  0.611
H  -3.85  -0.69  0.28  -0.516
H  -5.34  -0.39  -3.03  0.454
H  -4.04  -1.13  -2.19  0.217
H  -3.89  0.57  -2.58  0.135
H  -6.28  -1.79  -0.86  0.284
H  -7.40  -0.53  -1.37  0.432
H  -6.90  -0.69  0.29  0.423
H  -7.71  1.72  -1.84  0.366
C  4.03  5.58  -0.87  -2.012
C  4.43  4.93  0.45  1.466
C  5.95  4.70  0.50  -1.848
C  4.04  5.90  1.57  -1.101
C  4.22  5.24  2.95  -0.916
C  3.36  3.99  3.05  -1.166
C  3.53  2.98  1.90  2.212
C  4.83  2.17  2.15  -1.852
C  2.32  2.07  1.78  -2.129
N  3.63  3.72  0.63  0.651
O  3.81  2.83  -0.45  -0.205
H  4.53  6.56  -0.88  0.613
H  4.42  5.08  -1.76  0.310
H  2.95  5.67  -0.87  0.278
H  6.43  4.62  1.47  0.298
H  6.20  3.80  -0.06  0.276
H  6.44  5.50  -0.07  0.507
H  4.72  6.76  1.53  0.419
H  2.98  6.16  1.60  0.344
H  5.28  5.12  3.22  0.354
H  3.87  5.91  3.73  0.459
H  2.31  4.28  3.13  0.439
H  3.64  3.50  3.99  0.284
H  5.25  1.82  1.21  0.290
H  4.58  1.28  2.74  0.497
H  5.57  2.70  2.75  0.333
H  1.52  2.62  1.27  0.347
H  2.00  1.71  2.75  0.310
H  2.50  1.22  1.13  0.194
H  2.94  2.83  -0.87  -0.138
C  3.87  -2.03  -1.36  -0.653
C  3.57  -3.03  -2.48  0.370
O  4.26  -4.24  -2.11  -0.581
H  3.63  -2.49  -0.41  0.186
H  3.33  -1.11  -1.58  -0.110
H  4.94  -1.81  -1.37  0.395
H  3.99  -2.73  -3.45  0.378
H  2.50  -3.22  -2.56  -0.246
H  4.04  -4.93  -2.74  0.295
C  -3.67  -4.31  3.17  -1.339
C  -3.60  -3.34  1.99  -0.108
O  -2.25  -3.21  1.55  1.002
H  -3.14  -3.93  4.03  0.182
H  -3.32  -5.29  2.82  0.310
H  -4.72  -4.41  3.45  0.434
H  -3.96  -2.36  2.32  0.035
H  -4.28  -3.71  1.21  0.434
H  -2.06  -3.96  0.97  -0.428
C  -1.53  -1.97  -4.26  -0.916
C  -0.47  -3.05  -4.31  -0.369
O  -0.25  -3.65  -3.02  -0.490
H  -1.25  -1.11  -3.64  -0.043
H  -2.51  -2.33  -3.95  0.341
H  -1.62  -1.60  -5.28  0.494
H  0.44  -2.55  -4.65  0.201
H  -0.69  -3.82  -5.05  0.513
H  0.18  -4.50  -3.15  0.143
C  -0.02  -0.63  0.82  0.659
C  -0.43  -1.58  -0.29  -0.067
O  0.30  -1.25  -1.49  1.458
H  -0.80  -0.59  1.58  -0.761
H  0.12  0.40  0.47  -0.014
H  0.92  -0.92  1.30  -0.058
H  -1.49  -1.50  -0.50  -0.165
H  -0.14  -2.58  0.05  -0.386
H  0.04  -1.95  -2.10  -1.034
C  0.91  -5.41  0.96  -0.571
C  1.88  -5.64  -0.18  0.376
O  2.53  -6.90  -0.02  -0.585
H  0.29  -4.54  0.70  -0.109
H  1.31  -5.19  1.94  0.527
H  0.14  -6.19  1.04  0.282
H  2.64  -4.86  -0.16  0.223
H  1.34  -5.50  -1.13  -0.310
H  2.76  -7.24  -0.89  0.330
C  -2.63  -6.99  -0.66  -1.373
C  -1.95  -5.95  -1.52  0.132
O  -2.13  -4.65  -0.93  -0.139
H  -2.75  -7.93  -1.19  0.402
H  -3.65  -6.65  -0.48  0.278
H  -2.08  -7.14  0.26  0.266
H  -2.37  -5.88  -2.53  0.358
H  -0.87  -6.15  -1.59  0.034
H  -1.71  -4.03  -1.54  0.031



Here is a cluster of 2 separate species, C4H13N2O in total from the Open Molecules 2025 dataset. Energies are from ωB97M-V/def2-TZVPD.

## Properties
LUMO level (spin up / spin down) = 0.027 / 0.026 Eh
Orbital gap (spin up / spin down) = 4.415 / 10.816 eV
2S+1 = 2
Maximum force = 2.2 eV Å⁻¹

Last column: natural (NBO) charge in e.
Positions of all 20 atoms, in Å:
O  -3.21  0.52  0.45  -0.539
C  -2.71  1.65  0.47  0.433
C  -2.04  2.28  -0.72  -0.739
H  -2.66  2.16  1.45  0.118
H  -1.28  1.57  -1.10  0.245
H  -1.62  3.28  -0.50  0.226
H  -2.78  2.41  -1.53  0.248
C  0.45  -0.97  0.07  -0.258
N  -0.50  -1.95  0.56  -0.838
C  1.87  -1.59  0.09  -0.280
N  2.83  -0.46  -0.19  -1.111
H  0.40  -0.06  0.71  0.175
H  0.23  -0.64  -0.97  0.196
H  -0.78  -1.70  1.50  0.360
H  -1.39  -1.79  0.04  0.373
H  2.02  -2.33  -0.68  0.223
H  2.10  -1.93  1.12  0.216
H  3.82  -0.64  -0.05  0.361
H  2.68  -0.08  -1.17  0.258
H  2.56  0.28  0.46  0.331



maximum force of number 1 (C5H9N3O)? 0.8 eV Å⁻¹



Which of these has the lowest maximum force? C5H9N3O



Number 3 is which compound? C4H13N2O